No. 1
This record from OMol25 describes C22H37AsHfN2O9SSi3 as an isolated structure. The level of theory is the ωB97M-V functional and the def2-TZVPD basis.

The geometry in XYZ format:
```
76
Properties=species:S:1:pos:R:3
Hf -0.202 0.091 -0.369
O 3.824 0.881 1.677
As 2.101 1.058 1.706
O 1.427 0.933 3.171
O 1.542 -0.164 0.612
C 1.719 2.821 0.976
C 1.308 3.727 1.947
C 1.030 5.046 1.611
C 1.151 5.470 0.299
C 1.541 4.571 -0.685
C 1.821 3.261 -0.342
S 2.224 2.114 -1.633
O 3.339 1.333 -1.162
O 2.352 2.811 -2.875
O 0.952 1.273 -1.665
H 4.104 0.894 0.747
H 1.199 3.383 2.968
H 0.717 5.737 2.383
H 0.938 6.497 0.034
H 1.634 4.873 -1.720
O -1.174 1.463 0.955
N -1.600 1.121 2.131
N -1.545 -0.125 2.294
O -1.107 -0.897 1.335
C -1.938 -0.723 3.539
C -2.496 0.066 4.535
C -2.867 -0.541 5.722
C -2.684 -1.905 5.903
C -2.123 -2.671 4.893
C -1.743 -2.083 3.696
H -2.626 1.126 4.382
H -3.302 0.059 6.510
H -2.977 -2.370 6.835
H -1.974 -3.733 5.034
H -1.300 -2.659 2.899
C -1.950 2.547 -1.875
O -1.751 1.144 -1.698
Si -1.763 -0.049 -2.944
C -3.533 -0.163 -3.535
C -0.770 0.583 -4.393
C -1.060 -1.399 -1.886
Si 0.381 -2.439 -2.522
C -0.141 -3.640 -3.871
C 1.811 -1.403 -3.175
C 1.168 -3.450 -1.139
Si -2.468 -2.410 -1.128
C -1.862 -3.718 0.085
C -3.708 -1.293 -0.215
C -3.504 -3.394 -2.360
H -2.903 2.721 -2.376
H -1.137 2.967 -2.469
H -1.966 3.014 -0.893
H -3.810 0.797 -3.979
H -4.244 -0.388 -2.741
H -3.636 -0.916 -4.318
H -1.370 1.303 -4.954
H -0.540 -0.240 -5.076
H 0.165 1.064 -4.108
H -0.561 -3.121 -4.736
H -0.888 -4.349 -3.513
H 0.721 -4.216 -4.216
H 1.550 -0.615 -3.878
H 2.478 -2.100 -3.693
H 2.392 -0.955 -2.365
H 0.617 -4.363 -0.915
H 1.301 -2.898 -0.204
H 2.167 -3.742 -1.474
H -1.036 -3.396 0.717
H -1.561 -4.629 -0.435
H -2.702 -3.982 0.735
H -3.469 -0.227 -0.237
H -3.774 -1.592 0.833
H -4.705 -1.410 -0.648
H -2.923 -4.124 -2.923
H -4.050 -2.775 -3.071
H -4.246 -3.951 -1.779
```

- LUMO level: -0.43 eV
- Frontier orbital gap: 0.3259 Ha
- ΔE to the lowest compared entry with this formula, charge and spin: 0.254 eV



No. 2
This record from OMol25 describes a 5-piece molecular cluster, C20H50O10 overall. The level of theory is the ωB97M-V functional and the def2-TZVPD basis.

The geometry in XYZ format:
```
80
Properties=species:S:1:pos:R:3
C 2.070 0.885 -5.360
O 1.293 0.884 -4.191
C -0.084 1.003 -4.452
C -0.824 1.112 -3.131
O -0.424 2.204 -2.352
C -0.561 3.459 -2.987
H 2.090 -0.115 -5.807
H 3.078 1.210 -5.108
H 1.690 1.597 -6.103
H -0.430 0.134 -5.029
H -0.278 1.891 -5.073
H -0.604 0.219 -2.536
H -1.912 1.124 -3.296
H -0.776 4.215 -2.229
H -1.431 3.512 -3.655
H 0.359 3.704 -3.519
C 2.762 3.804 -2.162
O 3.988 3.423 -1.606
C 3.900 2.238 -0.834
C 3.382 1.067 -1.617
O 3.851 -0.119 -1.003
C 3.417 -1.260 -1.730
H 2.389 3.058 -2.872
H 2.915 4.749 -2.688
H 1.977 4.022 -1.420
H 3.220 2.408 0.015
H 4.895 2.026 -0.448
H 3.706 1.092 -2.667
H 2.282 1.084 -1.630
H 2.333 -1.368 -1.718
H 3.865 -2.128 -1.243
H 3.864 -1.224 -2.732
C -0.216 -3.841 -0.319
O 0.929 -3.099 0.057
C 1.621 -3.619 1.155
C 0.829 -3.704 2.452
O 0.066 -2.566 2.717
C 0.192 -2.100 4.039
H -0.970 -3.834 0.478
H 0.037 -4.886 -0.529
H -0.625 -3.333 -1.187
H 2.529 -3.031 1.283
H 1.915 -4.668 0.962
H 1.577 -3.929 3.230
H 0.219 -4.623 2.439
H -0.164 -2.846 4.760
H -0.381 -1.182 4.145
H 1.242 -1.870 4.258
C -3.123 -1.101 3.191
O -4.309 -1.889 3.296
C -4.618 -2.586 2.118
C -5.432 -1.776 1.138
O -6.620 -1.288 1.738
C -6.659 0.070 2.066
H -2.876 -0.836 4.215
H -3.350 -0.285 2.505
H -2.265 -1.673 2.818
H -5.105 -3.530 2.374
H -3.696 -2.917 1.599
H -5.715 -2.417 0.297
H -4.858 -0.927 0.758
H -5.841 0.655 1.623
H -6.595 0.220 3.150
H -7.586 0.526 1.703
C -1.359 1.674 0.910
O -0.401 0.908 1.592
C 0.830 0.823 0.929
C 1.872 0.363 1.914
O 1.939 1.103 3.125
C 2.302 2.444 2.937
H -1.087 2.738 0.924
H -2.294 1.553 1.460
H -1.542 1.371 -0.127
H 1.090 1.780 0.455
H 0.814 0.035 0.158
H 2.863 0.347 1.444
H 1.602 -0.648 2.219
H 2.135 2.986 3.868
H 1.710 2.950 2.164
H 3.368 2.547 2.684
```

- LUMO level: 0.54 eV
- Structure (SMILES): COCCOC.COCCOC.COCCOC.COCCOC.COCCOC
- Frontier orbital gap: 0.3582 Ha
- ΔE to the lowest compared entry with this formula, charge and spin: 2.892 eV



No. 3
This record from OMol25 describes one molecule with the formula C18H20N2O4S. The level of theory is the ωB97M-V functional and the def2-TZVPD basis.

The geometry in XYZ format:
```
45
Properties=species:S:1:pos:R:3
C -5.392 -1.370 3.207
C -4.819 -0.015 3.573
O -3.965 0.412 2.507
C -3.355 1.586 2.663
O -3.494 2.296 3.621
C -2.482 1.913 1.459
C -1.684 0.726 1.035
C -2.070 -0.228 0.146
S -0.861 -1.443 -0.019
C 0.097 -0.545 1.161
N 1.339 -1.005 1.517
C 2.465 -0.289 1.834
O 3.439 -0.857 2.269
C 2.443 1.215 1.592
O 1.689 1.663 0.497
C 1.835 1.048 -0.718
C 0.856 1.357 -1.661
C 0.879 0.786 -2.921
C 1.892 -0.098 -3.238
C 2.875 -0.397 -2.302
C 2.862 0.165 -1.041
C 3.858 -1.380 -2.866
C 3.587 -1.320 -4.378
C 2.127 -0.859 -4.510
N -0.468 0.516 1.603
H -5.969 -1.298 2.289
H -6.039 -1.720 4.006
H -4.590 -2.087 3.058
H -5.609 0.731 3.711
H -4.231 -0.063 4.496
H -1.816 2.730 1.734
H -3.142 2.231 0.649
H -2.984 -0.295 -0.406
H 1.465 -2.011 1.541
H 3.491 1.541 1.521
H 1.986 1.694 2.464
H 0.080 2.051 -1.377
H 0.111 1.030 -3.640
H 3.640 -0.080 -0.333
H 3.646 -2.377 -2.470
H 4.889 -1.134 -2.615
H 4.243 -0.576 -4.832
H 3.767 -2.275 -4.869
H 1.449 -1.716 -4.557
H 1.960 -0.252 -5.400
```

- LUMO level: 0.42 eV
- Structure (SMILES): CCOC(=O)Cc1csc(NC(=O)COc2ccc3c(c2)CCC3)n1
- Frontier orbital gap: 0.3201 Ha
- ΔE to the lowest compared entry with this formula, charge and spin: 0.876 eV



No. 4
This record from OMol25 describes one molecule with the formula C2H3Cl2NOS. The level of theory is the ωB97M-V functional and the def2-TZVPD basis.

The geometry in XYZ format:
```
10
Properties=species:S:1:pos:R:3
O 0.976 -1.394 0.969
C 0.323 -0.548 0.347
N -1.085 -0.237 0.713
S -2.127 0.398 -0.412
C 1.049 0.403 -0.429
Cl 2.712 -0.174 -0.464
Cl 1.094 2.001 0.544
H -1.402 -0.646 1.604
H -2.449 -0.426 -1.369
H 0.908 0.623 -1.503
```

- LUMO level: -0.31 eV
- Structure (SMILES): O=C(NS)C(Cl)Cl
- Frontier orbital gap: 0.3573 Ha
- ΔE to the lowest compared entry with this formula, charge and spin: 1.874 eV



No. 5
This record from OMol25 describes an isolated ion of composition C5H11N4 and charge +1. The level of theory is the ωB97M-V functional and the def2-TZVPD basis.

The geometry in XYZ format:
```
20
Properties=species:S:1:pos:R:3
C -0.767 -1.770 0.067
C -2.065 0.119 0.728
C 0.303 -1.053 -0.299
C 0.244 0.658 -0.193
C 1.213 1.218 0.905
N -1.919 -1.199 0.584
N -1.161 1.032 0.297
N 1.449 -1.436 -0.912
N 0.468 1.266 -1.405
H -0.886 -2.938 -0.027
H -2.832 0.697 1.332
H 1.196 2.257 0.817
H 2.246 0.749 0.586
H 1.061 0.670 1.940
H -2.557 -1.760 1.041
H -1.289 2.014 0.207
H 1.757 -2.479 -1.129
H 2.176 -0.660 -0.909
H 0.088 0.738 -2.232
H 1.276 1.877 -1.398
```

- LUMO level (spin up / spin down): -2.73 / -6.12 eV
- Frontier orbital gap (spin up / spin down): 0.2324 / 0.2679 Ha
- 2S+1: 3
- Total charge: +1
- ΔE to the lowest compared entry with this formula, charge and spin: 0.668 eV



No. 6
This record from OMol25 describes one molecule with the formula C5H10O. The level of theory is the ωB97M-V functional and the def2-TZVPD basis.

The geometry in XYZ format:
```
16
Properties=species:S:1:pos:R:3
O 2.177 0.775 0.539
C 1.938 -0.533 0.071
C 0.559 -0.683 -0.592
C -0.506 -0.055 0.290
C -1.985 -0.163 0.053
C -1.301 1.168 -0.110
H 1.331 1.104 0.880
H 2.007 -1.277 0.882
H 2.742 -0.756 -0.634
H 0.347 -1.747 -0.754
H 0.570 -0.221 -1.583
H -0.236 -0.121 1.355
H -2.353 -0.664 -0.840
H -2.621 -0.330 0.922
H -1.195 1.573 -1.121
H -1.474 1.931 0.642
```

- LUMO level: 1.13 eV
- Structure (SMILES): OCCC1CC1
- Frontier orbital gap: 0.4131 Ha
- ΔE to the lowest compared entry with this formula, charge and spin: 1.281 eV



Q: Look up the ΔE to the lowest compared entry with this formula, charge and spin of the first one.
A: 0.254 eV



Copy entry 2 word for word.
This record from OMol25 describes a 5-piece molecular cluster, C20H50O10 overall. The level of theory is the ωB97M-V functional and the def2-TZVPD basis.

The geometry in XYZ format:
```
80
Properties=species:S:1:pos:R:3
C 2.070 0.885 -5.360
O 1.293 0.884 -4.191
C -0.084 1.003 -4.452
C -0.824 1.112 -3.131
O -0.424 2.204 -2.352
C -0.561 3.459 -2.987
H 2.090 -0.115 -5.807
H 3.078 1.210 -5.108
H 1.690 1.597 -6.103
H -0.430 0.134 -5.029
H -0.278 1.891 -5.073
H -0.604 0.219 -2.536
H -1.912 1.124 -3.296
H -0.776 4.215 -2.229
H -1.431 3.512 -3.655
H 0.359 3.704 -3.519
C 2.762 3.804 -2.162
O 3.988 3.423 -1.606
C 3.900 2.238 -0.834
C 3.382 1.067 -1.617
O 3.851 -0.119 -1.003
C 3.417 -1.260 -1.730
H 2.389 3.058 -2.872
H 2.915 4.749 -2.688
H 1.977 4.022 -1.420
H 3.220 2.408 0.015
H 4.895 2.026 -0.448
H 3.706 1.092 -2.667
H 2.282 1.084 -1.630
H 2.333 -1.368 -1.718
H 3.865 -2.128 -1.243
H 3.864 -1.224 -2.732
C -0.216 -3.841 -0.319
O 0.929 -3.099 0.057
C 1.621 -3.619 1.155
C 0.829 -3.704 2.452
O 0.066 -2.566 2.717
C 0.192 -2.100 4.039
H -0.970 -3.834 0.478
H 0.037 -4.886 -0.529
H -0.625 -3.333 -1.187
H 2.529 -3.031 1.283
H 1.915 -4.668 0.962
H 1.577 -3.929 3.230
H 0.219 -4.623 2.439
H -0.164 -2.846 4.760
H -0.381 -1.182 4.145
H 1.242 -1.870 4.258
C -3.123 -1.101 3.191
O -4.309 -1.889 3.296
C -4.618 -2.586 2.118
C -5.432 -1.776 1.138
O -6.620 -1.288 1.738
C -6.659 0.070 2.066
H -2.876 -0.836 4.215
H -3.350 -0.285 2.505
H -2.265 -1.673 2.818
H -5.105 -3.530 2.374
H -3.696 -2.917 1.599
H -5.715 -2.417 0.297
H -4.858 -0.927 0.758
H -5.841 0.655 1.623
H -6.595 0.220 3.150
H -7.586 0.526 1.703
C -1.359 1.674 0.910
O -0.401 0.908 1.592
C 0.830 0.823 0.929
C 1.872 0.363 1.914
O 1.939 1.103 3.125
C 2.302 2.444 2.937
H -1.087 2.738 0.924
H -2.294 1.553 1.460
H -1.542 1.371 -0.127
H 1.090 1.780 0.455
H 0.814 0.035 0.158
H 2.863 0.347 1.444
H 1.602 -0.648 2.219
H 2.135 2.986 3.868
H 1.710 2.950 2.164
H 3.368 2.547 2.684
```

- LUMO level: 0.54 eV
- Structure (SMILES): COCCOC.COCCOC.COCCOC.COCCOC.COCCOC
- Frontier orbital gap: 0.3582 Ha
- ΔE to the lowest compared entry with this formula, charge and spin: 2.892 eV